1.
This record from the Open Molecules 2025 dataset describes a structure of composition C22H26F5MgN2OSSi2. The level of theory is ωB97M-V/def2-TZVPD.

```
60
Properties=species:S:1:pos:R:3:forces:R:3
Mg -0.6467 -1.0138 -0.5441 0.03 0.17 -0.14
O -1.2003 -1.8352 1.1067 -0.05 -0.14 0.14
C -2.1319 -1.5914 1.9624 0.06 -0.04 0.04
C -2.0445 -2.1406 3.2707 0.03 0.01 -0.06
C -2.9938 -1.8989 4.2309 -0.06 0.04 -0.01
C -4.1033 -1.0927 3.9489 0.03 -0.04 0.04
C -4.2195 -0.5548 2.6873 -0.04 0.02 0.02
C -3.2717 -0.7862 1.6828 -0.03 0.02 0.03
C -3.4631 -0.2013 0.3604 -0.01 0.04 -0.03
N -2.6109 -0.1838 -0.6543 0.08 -0.01 0.05
C -3.2267 0.4678 -1.6974 -0.04 0.01 -0.02
C -4.4656 0.8639 -1.3164 0.03 -0.03 -0.05
N -4.6043 0.4338 -0.0142 -0.05 0.02 0.01
H -1.1770 -2.7550 3.4775 0.00 0.00 0.00
H -2.8781 -2.3319 5.2178 0.00 0.00 0.00
H -4.8503 -0.8871 4.7037 0.01 0.00 0.01
H -5.0755 0.0842 2.4923 0.03 0.00 -0.03
H -2.7301 0.5864 -2.6446 0.00 0.02 0.00
H -5.2464 1.3884 -1.8363 0.00 0.00 0.01
H -5.4205 0.5434 0.5575 0.01 -0.02 0.00
F 4.0024 0.7460 -4.9065 -0.01 -0.01 -0.01
C 2.9705 0.0459 -4.4150 0.00 0.02 -0.01
C 3.1240 -1.2837 -4.0728 0.00 -0.01 0.02
F 4.3164 -1.8747 -4.2364 0.00 0.01 0.00
C 2.0530 -1.9968 -3.5644 -0.01 0.00 0.00
F 2.2729 -3.2800 -3.2519 -0.01 0.02 0.00
C 0.7943 -1.4293 -3.3621 0.06 0.00 0.02
S -0.5316 -2.3264 -2.6533 -0.05 -0.01 0.00
C 0.6803 -0.0920 -3.7416 -0.02 -0.01 -0.01
F -0.4877 0.5520 -3.5892 0.01 0.00 0.01
C 1.7336 0.6410 -4.2525 0.02 0.02 -0.01
F 1.5702 1.9293 -4.5862 0.00 -0.01 0.01
C -0.1908 2.9435 -1.1183 0.03 0.01 0.02
Si 0.6323 1.9740 0.2780 -0.01 0.02 -0.03
C -0.5648 1.9779 1.7369 -0.01 0.00 0.00
C 2.1044 3.0452 0.8148 -0.01 0.02 -0.04
C 1.0680 0.2911 -0.2804 0.03 -0.11 0.07
Si 2.2522 -0.6864 0.7309 -0.02 0.00 -0.04
C 2.1690 -2.5307 0.3381 0.01 -0.01 0.00
C 1.9077 -0.5500 2.5795 0.01 0.00 0.02
C 4.0505 -0.1749 0.4369 -0.02 -0.02 -0.02
H -0.3936 3.9753 -0.8155 0.00 0.00 -0.02
H -1.1356 2.4859 -1.4208 -0.01 -0.01 0.01
H 0.4568 2.9699 -1.9993 -0.01 0.02 -0.01
H -0.7516 2.9966 2.0901 0.01 0.00 -0.01
H -0.1750 1.3978 2.5751 0.00 -0.01 0.03
H -1.5272 1.5409 1.4603 -0.02 -0.02 -0.01
H 1.7797 4.0519 1.0961 0.00 -0.01 0.00
H 2.8202 3.1406 -0.0071 0.00 0.00 0.01
H 2.6376 2.6147 1.6661 -0.01 -0.02 0.01
H 1.5177 0.3819 -1.2798 0.01 0.02 -0.04
H 1.2000 -2.9481 0.6273 -0.01 0.01 0.01
H 2.9397 -3.0846 0.8835 0.01 0.01 0.00
H 2.3052 -2.7302 -0.7276 0.01 0.00 0.00
H 0.8821 -0.8673 2.7851 0.00 -0.01 0.02
H 2.0335 0.4658 2.9617 0.00 0.02 -0.01
H 2.5850 -1.2034 3.1374 -0.01 0.00 0.01
H 4.3025 -0.2981 -0.6211 0.01 0.01 0.01
H 4.7503 -0.7812 1.0194 0.00 0.00 0.01
H 4.2062 0.8753 0.6930 0.01 0.01 0.00
```
Forces are in eV/Å.

For the energy, the calculation gives -2715.55306 a.u. As for the total charge: -1. The HOMO-LUMO gap is 7.3 eV. The spin multiplicity is 1.


2.
This record from the Open Molecules 2025 dataset describes the molecule C5H6N2 in a non-equilibrium geometry. The level of theory is ωB97M-V/def2-TZVPD.

```
13
Properties=species:S:1:pos:R:3:forces:R:3
C -0.2862 0.2578 -0.8160 1.28 -1.75 -1.43
C -1.2934 -0.0766 0.1011 2.30 -0.26 0.02
C -0.8560 -0.4286 1.3768 0.40 -1.19 1.64
C 0.5134 -0.3908 1.7057 -0.35 1.10 1.17
C 1.0702 0.1324 -0.4237 -1.79 2.40 -0.21
H 0.4257 0.8161 -2.6404 -1.10 -1.11 0.54
H -1.1640 1.0636 -2.4847 0.81 -1.56 0.22
H -2.2635 -0.2301 -0.2547 -1.52 0.05 -0.16
H -1.4423 -0.9157 2.1923 -0.26 0.89 -1.06
H 0.9946 -0.4227 2.7316 -1.42 -0.56 -1.00
H 1.8085 0.5765 -1.0886 0.27 -0.64 -0.14
N -0.4331 0.3149 -2.2705 -0.71 3.27 0.41
N 1.3978 -0.0082 0.8250 2.08 -0.63 -0.01
```
Forces are in eV/Å.

Its SMILES is Nc1cccnc1. For the energy, the calculation gives -303.60224 a.u. The HOMO-LUMO gap is 9.7 eV. The spin multiplicity is 1.


3.
This record from the Open Molecules 2025 dataset describes a cluster of 6 separate species, C36H90N6O12 in total in a non-equilibrium geometry. The level of theory is ωB97M-V/def2-TZVPD.

```
144
Properties=species:S:1:pos:R:3:forces:R:3
C 3.3361 1.2178 5.1400 -0.44 -0.60 -0.65
O 2.5064 2.3479 5.0675 0.26 0.58 -0.36
C 1.6184 2.3590 3.9486 0.06 -0.63 1.12
C 1.0772 3.7337 3.6977 -1.84 -0.40 -0.93
N 1.8304 4.5891 2.7920 0.71 0.16 1.18
C 2.8899 5.3030 3.5201 -0.16 1.73 -0.32
C 3.2735 6.6388 2.8496 0.13 -0.99 -0.42
O 4.0106 6.4265 1.6448 0.08 -0.19 -0.21
C 5.2611 5.7482 1.7913 -0.28 1.66 0.12
H 3.9856 1.2515 6.0109 -0.08 0.31 0.02
H 3.9339 1.1282 4.2242 0.20 0.02 0.09
H 2.7271 0.3059 5.1987 0.04 -0.07 0.11
H 0.8010 1.6634 4.1730 -0.19 0.02 0.08
H 2.0462 1.9608 3.0199 0.54 0.09 0.06
H 0.7044 4.2347 4.5923 0.84 0.19 0.25
H 0.0954 3.5385 3.2362 0.16 -0.03 -0.43
H 2.2632 3.9860 2.1027 -0.08 0.15 -0.23
H 3.8230 4.7641 3.6997 -0.16 -0.37 0.09
H 2.5076 5.6318 4.4881 -0.14 -0.43 0.14
H 3.7990 7.2549 3.5879 0.52 -0.04 -0.12
H 2.4075 7.2214 2.5427 -0.22 -0.24 0.00
H 5.8623 5.9644 0.9092 -0.29 -0.23 -0.28
H 5.1776 4.6735 1.9375 0.01 -0.03 0.22
H 5.7803 6.2945 2.5842 0.30 -0.69 0.43
C 11.0877 -4.9003 3.4928 0.14 0.35 0.33
O 9.9962 -5.7425 3.7836 0.45 -0.31 0.37
C 8.8065 -5.0396 3.9712 -0.75 1.04 -0.58
C 8.7899 -4.0181 5.1399 -0.25 -1.48 1.07
N 7.4876 -3.7189 5.7256 -1.57 1.86 -0.50
C 6.7582 -2.5811 5.1303 0.24 -0.07 -1.21
C 5.9965 -3.0347 3.8735 -0.37 -0.04 0.58
O 4.9623 -3.8659 4.3764 -0.61 -0.39 0.40
C 4.4128 -4.7980 3.4342 1.99 0.92 -0.10
H 11.9268 -5.5054 3.1574 -0.20 -0.09 -0.30
H 11.4595 -4.3517 4.3659 -0.21 -0.07 0.20
H 10.8012 -4.1346 2.7638 0.12 -0.16 -0.30
H 7.9792 -5.7492 4.0540 0.26 -0.21 0.46
H 8.5730 -4.5195 3.0262 0.11 0.21 0.04
H 9.3422 -3.1069 4.9160 -0.20 0.10 -0.08
H 9.2493 -4.4697 6.0267 0.88 -0.25 -0.57
H 6.7672 -4.4298 5.6317 0.70 -0.74 0.24
H 7.4366 -1.7727 4.8478 0.17 -0.06 0.16
H 5.9930 -2.1501 5.7773 0.20 -0.21 0.42
H 6.6526 -3.6092 3.2154 0.04 0.05 -0.17
H 5.5565 -2.1930 3.3271 0.05 0.05 -0.12
H 4.1732 -4.2217 2.5397 -0.74 -0.37 -0.11
H 3.6209 -5.3871 3.8798 -0.23 0.33 0.01
H 5.2574 -5.4499 3.1789 -0.28 -0.41 -0.25
C -4.3620 3.7358 3.0521 0.37 -0.22 -0.29
O -3.8670 2.4890 3.4994 0.21 -0.20 0.29
C -2.9393 1.8535 2.6585 0.54 1.33 -1.27
C -3.6388 1.1370 1.5069 -0.43 -1.40 0.85
N -4.4534 0.0580 2.0889 -0.20 -0.12 -0.80
C -4.6854 -1.1527 1.2436 0.96 1.52 2.88
C -3.5292 -2.1750 1.3918 -1.20 0.02 -0.95
O -4.1972 -3.3867 1.1348 -0.21 -1.46 -0.86
C -3.3263 -4.4793 0.8651 0.62 1.13 -0.13
H -3.6717 4.2527 2.3733 0.42 -0.01 0.34
H -4.4836 4.2970 3.9747 -0.45 0.38 -0.30
H -5.2610 3.6508 2.4344 -0.37 -0.17 0.49
H -2.2298 1.2704 3.2494 -0.63 -0.67 0.13
H -2.2533 2.6130 2.2473 -0.18 0.15 -0.22
H -2.9586 0.7271 0.7510 0.41 0.21 0.17
H -4.3413 1.7923 0.9816 0.25 0.40 0.03
H -4.1371 -0.1912 3.0138 0.07 -0.05 0.01
H -4.9222 -0.7523 0.2617 0.13 -0.67 -0.32
H -5.5437 -1.6009 1.7382 -0.28 -0.35 -0.63
H -3.1233 -2.2786 2.4081 0.07 0.74 -0.05
H -2.7394 -1.9529 0.6607 0.16 -0.26 0.14
H -2.7883 -4.2882 -0.0711 0.14 0.04 0.00
H -3.8329 -5.4295 0.7226 -0.43 0.17 0.45
H -2.5928 -4.4986 1.6776 0.10 -0.56 -0.02
C -1.8071 2.6848 -1.1673 -0.55 0.93 -1.47
O -0.7971 1.7152 -1.1670 0.37 0.08 0.74
C -1.1385 0.5637 -1.9034 -0.02 -0.93 0.14
C 0.0094 -0.4663 -1.7343 -0.60 0.55 0.33
N 0.5563 -0.4880 -0.3719 -0.23 -0.27 -1.07
C 1.7087 -1.3710 -0.3011 1.04 0.91 0.39
C 2.3324 -1.3753 1.0941 -0.11 -1.84 0.65
O 1.9793 -2.5304 1.8882 0.34 0.62 -0.34
C 0.6290 -2.5328 2.2443 -1.19 -0.64 -0.04
H -1.5157 3.6781 -0.8199 0.92 -0.29 0.04
H -2.7278 2.5267 -0.5951 0.12 -0.96 -0.04
H -2.0417 2.7926 -2.2356 -0.64 0.43 0.15
H -1.2465 0.7078 -2.9858 0.19 0.65 -0.06
H -2.1454 0.2395 -1.6166 0.16 -0.46 0.49
H 0.7399 -0.1919 -2.5038 0.41 -0.01 0.14
H -0.3125 -1.4814 -1.9712 -0.32 0.05 -0.10
H 0.7884 0.4660 -0.1222 0.13 -0.07 0.12
H 2.6031 -1.0935 -0.8862 -0.47 0.68 -0.68
H 1.5001 -2.3527 -0.7285 -0.42 -0.23 0.65
H 2.1184 -0.4910 1.6999 -0.12 0.33 -0.36
H 3.4096 -1.4751 0.9672 0.06 0.12 0.21
H 0.3048 -3.5679 2.3907 0.26 -0.02 0.14
H -0.0288 -2.1538 1.4552 0.20 0.21 -0.04
H 0.3841 -1.9968 3.1702 0.37 0.21 -0.02
C 0.5514 -6.5970 -8.1076 0.29 -0.19 0.61
O 0.7248 -5.7730 -6.9622 -0.59 -0.22 -0.48
C -0.5315 -5.4991 -6.3501 0.37 0.76 -0.34
C -0.2091 -4.4023 -5.3216 -0.79 -0.04 0.57
N -1.3708 -3.6792 -4.8396 -1.36 -0.04 -1.22
C -2.3555 -4.4590 -4.1117 1.04 -0.07 -0.17
C -3.6298 -3.7300 -3.8479 -0.11 1.01 1.00
O -3.3863 -2.5688 -3.0230 0.26 -0.13 -0.73
C -4.5836 -1.8330 -2.8967 0.27 0.41 -0.51
H 0.1350 -7.5484 -7.7639 0.12 -0.24 -0.31
H 1.5353 -6.7251 -8.5525 -0.01 -0.20 0.04
H -0.1166 -6.1951 -8.8751 -0.10 0.36 0.19
H -1.0164 -6.4035 -5.9682 0.32 -0.12 0.33
H -1.2107 -5.1243 -7.1249 -0.10 0.32 0.12
H 0.4425 -3.7161 -5.8557 0.18 0.07 0.25
H 0.2914 -4.8516 -4.4549 0.54 -0.16 -0.22
H -1.2630 -2.7698 -4.4230 0.53 -0.05 -0.01
H -1.8505 -4.7937 -3.1930 -0.64 -0.31 0.35
H -2.6522 -5.3418 -4.6853 0.24 -0.05 -0.03
H -4.3195 -4.3922 -3.3141 -0.10 -0.08 -0.02
H -4.1275 -3.3572 -4.7456 0.19 -0.33 -0.33
H -5.2188 -2.4252 -2.2364 -0.56 0.68 0.06
H -5.0436 -1.5903 -3.8660 -0.24 -0.94 -0.17
H -4.3839 -0.7927 -2.6255 0.31 -0.36 1.12
C -4.2415 8.0449 -5.0885 2.10 -0.12 0.18
O -4.6893 6.7685 -4.7599 -0.25 -0.50 0.32
C -4.7525 5.8611 -5.8523 -1.66 2.41 -1.17
C -5.4660 4.6343 -5.3873 2.43 -1.66 -0.75
N -4.5909 3.9013 -4.4440 -0.80 -0.34 -0.03
C -5.2477 2.7410 -3.8609 0.16 0.60 1.08
C -6.5581 3.1199 -3.1113 -0.46 -0.34 0.23
O -6.6477 4.3902 -2.4903 0.33 0.40 -0.41
C -5.8760 4.4534 -1.3246 0.64 -0.55 0.46
H -4.9007 8.6722 -5.6916 -0.25 -0.17 0.11
H -3.2574 7.9405 -5.5806 -0.31 0.11 -0.63
H -3.8881 8.5267 -4.1732 -0.86 0.22 0.15
H -3.8506 5.9063 -6.4742 0.67 -1.12 0.83
H -5.4191 6.3234 -6.6078 -0.37 -0.03 0.15
H -5.4428 3.8936 -6.1963 -0.56 0.44 -0.51
H -6.5118 4.8616 -5.1810 0.14 0.08 0.80
H -4.1358 4.4829 -3.7555 -0.40 0.18 0.12
H -4.5426 2.2032 -3.2213 0.08 0.25 0.17
H -5.5324 2.0003 -4.6123 0.03 0.21 -0.31
H -6.8328 2.4452 -2.2914 0.19 -0.73 -0.46
H -7.3275 3.0680 -3.8819 -0.34 0.30 0.30
H -6.0516 3.5869 -0.6700 -0.24 -0.07 -0.04
H -6.0777 5.3378 -0.7243 -0.25 0.20 -0.40
H -4.7989 4.4202 -1.5331 0.04 0.18 -0.13
```
Forces are in eV/Å.

Its SMILES is COCCNCCOC.COCCNCCOC.COCCNCCOC.COCCNCCOC.COCCNCCOC.COCCNCCOC. For the energy, the calculation gives -2656.62164 a.u. The HOMO-LUMO gap is 8.8 eV. The spin multiplicity is 1.


4.
This record from the Open Molecules 2025 dataset describes the molecule C5H6N2O in a non-equilibrium geometry. The level of theory is ωB97M-V/def2-TZVPD.

```
14
Properties=species:S:1:pos:R:3:forces:R:3
C 2.3394 -0.6826 -0.2244 0.86 1.10 -0.29
C 0.9833 -0.0508 -0.2054 -0.89 -0.99 0.52
C -0.4715 1.7174 -0.2343 -0.22 -0.79 0.29
C -1.5055 0.9230 0.1129 0.08 0.79 -0.29
C -1.3911 -0.5641 0.2833 0.05 -0.97 0.15
H 3.1772 0.0149 -0.4653 -0.39 -0.17 0.08
H -0.6057 2.7962 -0.4249 0.21 -0.75 0.28
H -2.4812 1.3678 0.3249 0.27 -0.16 -0.28
H -2.0449 -1.1674 -0.3954 0.20 0.76 0.29
H -1.7019 -0.8664 1.3056 0.17 0.18 -0.30
H 0.3164 -1.8944 0.2184 0.03 -0.40 0.08
N 0.8572 1.2128 -0.3401 -0.20 0.60 -0.44
N -0.0038 -0.9673 0.0270 -0.02 1.29 -0.16
O 2.5323 -1.8391 0.0177 -0.14 -0.51 0.08
```
Forces are in eV/Å.

Its SMILES is O=CC1=NC=CCN1. For the energy, the calculation gives -378.84482 a.u. The HOMO-LUMO gap is 8.3 eV. The spin multiplicity is 1.


5.
This record from the Open Molecules 2025 dataset describes the ion C5H6N with charge +1 in a non-equilibrium geometry. The level of theory is ωB97M-V/def2-TZVPD.

```
12
Properties=species:S:1:pos:R:3:forces:R:3
C -0.9046 1.2038 -0.1379 3.62 9.32 -0.24
C -0.1443 -1.2176 0.0646 4.43 -2.13 -0.51
C -1.4311 -0.9470 -0.0494 -0.71 4.45 1.22
C 0.4764 1.4179 0.0558 2.51 -2.80 2.18
C 0.8991 -0.1692 -0.1013 1.66 0.81 -0.99
N -1.7470 0.4020 -0.0225 -6.01 -6.57 -0.69
H 0.1006 -2.3209 0.0984 0.34 1.41 0.09
H -2.1577 -1.5987 0.1425 -3.03 -2.70 0.18
H 1.1663 2.0496 -0.5398 -1.18 -0.20 -0.15
H 0.7555 1.7866 1.1996 -1.22 -1.03 -2.63
H 1.7934 -0.2429 0.5422 -0.24 -0.90 -0.65
H 1.1936 -0.3638 -1.2521 -0.18 0.33 2.20
```
Forces are in eV/Å.

For the energy, the calculation gives -248.36966 a.u. As for the total charge: +1. The HOMO-LUMO gap (alpha / beta) is 6.9 / 8.2 eV. The spin multiplicity is 3.


6.
This record from the Open Molecules 2025 dataset describes a structure of composition C3H4BrClN2O in a non-equilibrium geometry. The level of theory is ωB97M-V/def2-TZVPD.

```
12
Properties=species:S:1:pos:R:3:forces:R:3
C -0.7000 0.5849 0.9375 -0.93 -0.98 0.87
C -0.7877 0.4232 -0.6181 2.18 1.19 3.81
C 0.0970 -1.6577 -1.4123 -0.12 3.37 0.63
N 0.4419 0.2092 1.4754 4.92 -0.97 -2.43
N 0.1332 -0.4994 -1.1042 0.35 -3.93 -1.74
O -1.6758 0.8817 1.5769 -0.77 0.54 -0.32
Cl 0.7458 0.0358 3.1243 -0.28 0.26 -0.24
Br 2.1119 0.8921 -1.3004 0.23 -0.03 0.04
H -1.7051 0.0330 -0.6808 -3.67 -0.93 -1.02
H -0.5957 1.4191 -0.8241 0.13 1.68 -1.86
H 0.5818 -2.4358 -1.9276 0.62 -0.72 -0.19
H 1.3527 0.1139 0.7533 -2.66 0.52 2.44
```
Forces are in eV/Å.

For the energy, the calculation gives -3335.51746 a.u. The HOMO-LUMO gap (alpha / beta) is 7.6 / 7.6 eV. The spin multiplicity is 1.